[1]
{
  "formula": "C16H20ClN3O",
  "method": "ωB97M-V/def2-TZVPD",
  "symbols": ["C", "C", "N", "C", "C", "C", "C", "N", "C", "O", "C", "C", "C", "C", "C", "C", "C", "C", "N", "C", "Cl", "H", "H", "H", "H", "H", "H", "H", "H", "H", "H", "H", "H", "H", "H", "H", "H", "H", "H", "H", "H"],
  "coordinates": [[-0.160, -3.235, 4.150], [0.494, -2.213, 3.212], [1.064, -2.706, 1.975], [2.423, -3.207, 2.030], [2.674, -4.508, 2.803], [0.151, -3.455, 1.132], [0.398, -3.140, -0.353], [0.410, -1.713, -0.561], [-0.627, -1.053, -1.124], [-1.564, -1.598, -1.665], [-0.501, 0.438, -1.016], [-0.337, 1.047, 0.203], [-0.306, 2.454, 0.297], [-0.149, 3.149, 1.511], [-0.141, 4.517, 1.525], [-0.289, 5.244, 0.333], [-0.441, 4.600, -0.864], [-0.452, 3.192, -0.910], [-0.594, 2.579, -2.102], [-0.620, 1.284, -2.150], [-0.766, 0.577, -3.704], [0.558, -3.964, 4.512], [-0.962, -3.766, 3.643], [-0.582, -2.715, 5.006], [-0.269, -1.472, 2.940], [1.289, -1.689, 3.749], [3.042, -2.414, 2.464], [2.752, -3.349, 0.998], [2.585, -4.354, 3.874], [3.681, -4.860, 2.594], [1.973, -5.282, 2.499], [-0.865, -3.135, 1.373], [0.211, -4.542, 1.281], [-0.410, -3.553, -0.960], [1.349, -3.561, -0.691], [1.085, -1.205, -0.010], [-0.252, 0.455, 1.105], [-0.037, 2.584, 2.425], [-0.021, 5.050, 2.457], [-0.281, 6.323, 0.370], [-0.556, 5.138, -1.791]],
  "multiplicity": 1,
  "homo_ev": -8.65,
  "total_energy_ha": -1321.4126,
  "molar_mass_g_mol": 305.81,
  "lumo_energy_ev": 0.0,
  "charge": 0,
  "smiles": "CCN(CC)CCNC(=O)c1cc2ccccc2nc1Cl",
  "e_above_lowest_kcal_mol": 0.0
}

***

[2]
{
  "formula": "C42H49Br12F3O15",
  "method": "ωB97M-V/def2-TZVPD",
  "symbols": ["C", "C", "C", "O", "C", "O", "O", "H", "H", "H", "H", "H", "H", "C", "C", "C", "O", "C", "O", "O", "H", "H", "H", "H", "H", "H", "C", "C", "C", "O", "C", "O", "O", "H", "H", "H", "H", "H", "H", "C", "C", "C", "O", "C", "O", "O", "H", "H", "H", "H", "H", "H", "C", "C", "C", "O", "C", "O", "O", "H", "H", "H", "H", "H", "H", "F", "C", "C", "C", "C", "C", "C", "H", "H", "H", "H", "H", "F", "C", "C", "C", "C", "C", "C", "H", "H", "H", "H", "H", "F", "C", "C", "C", "C", "C", "C", "H", "H", "H", "H", "H", "C", "Br", "Br", "Br", "H", "C", "Br", "Br", "Br", "H", "C", "Br", "Br", "Br", "H", "C", "Br", "Br", "Br", "H"],
  "coordinates": [[-2.609, 3.937, -6.112], [-2.911, 2.568, -5.473], [-2.168, 1.357, -6.138], [-1.632, 0.692, -5.018], [-1.774, 1.487, -3.941], [-1.434, 1.143, -2.828], [-2.471, 2.639, -4.157], [-1.646, 4.382, -5.858], [-3.336, 4.631, -5.689], [-2.693, 3.823, -7.193], [-3.981, 2.366, -5.534], [-1.419, 1.623, -6.884], [-2.930, 0.765, -6.645], [4.230, -1.159, -0.855], [5.563, -0.508, -1.102], [6.255, -1.223, -2.284], [6.942, -0.182, -2.939], [6.362, 0.975, -2.709], [6.479, 2.034, -3.386], [5.528, 0.839, -1.667], [3.534, -0.896, -1.651], [3.807, -0.818, 0.090], [4.344, -2.238, -0.746], [6.241, -0.403, -0.255], [5.666, -1.801, -2.995], [6.988, -1.974, -1.988], [-2.114, 0.457, 0.873], [-1.081, -0.336, -0.075], [0.359, 0.050, 0.041], [1.071, -1.145, 0.325], [0.250, -2.219, 0.431], [0.551, -3.400, 0.610], [-0.999, -1.661, 0.367], [-1.959, 0.397, 1.950], [-3.119, 0.111, 0.630], [-2.048, 1.510, 0.603], [-1.410, -0.341, -1.114], [0.446, 0.756, 0.867], [0.754, 0.574, -0.829], [3.707, 4.165, 1.077], [2.544, 3.996, 2.039], [2.536, 2.875, 3.011], [1.896, 3.352, 4.159], [2.049, 4.695, 4.095], [1.822, 5.428, 5.057], [2.585, 5.057, 2.892], [4.055, 3.169, 0.803], [4.590, 4.617, 1.526], [3.607, 4.778, 0.181], [1.639, 4.138, 1.448], [3.538, 2.454, 3.095], [1.848, 2.148, 2.579], [-9.254, -0.780, 1.092], [-7.700, -0.972, 0.846], [-6.999, -0.046, -0.141], [-5.747, 0.128, 0.488], [-5.875, -0.060, 1.803], [-5.049, 0.312, 2.677], [-7.063, -0.559, 2.064], [-9.667, -1.551, 1.742], [-9.835, -0.977, 0.191], [-9.501, 0.227, 1.428], [-7.423, -2.004, 0.629], [-7.420, 0.959, -0.184], [-6.962, -0.504, -1.129], [3.489, -3.531, 5.174], [4.114, -3.943, 4.024], [5.411, -4.456, 4.074], [6.061, -4.847, 2.919], [5.408, -4.613, 1.718], [4.099, -4.169, 1.640], [3.516, -3.745, 2.803], [5.854, -4.714, 5.025], [7.025, -5.328, 2.997], [5.938, -4.917, 0.828], [3.661, -4.060, 0.659], [2.541, -3.281, 2.792], [3.877, -9.027, -1.868], [2.906, -8.096, -1.887], [1.917, -8.295, -2.790], [0.913, -7.341, -2.909], [0.849, -6.248, -2.001], [1.873, -6.096, -1.096], [2.928, -7.017, -1.032], [2.084, -9.112, -3.477], [0.118, -7.580, -3.599], [0.101, -5.485, -2.158], [1.766, -5.303, -0.371], [3.774, -6.813, -0.392], [-0.440, 2.050, 2.768], [-1.433, 2.891, 3.171], [-2.568, 2.391, 3.720], [-3.603, 3.183, 3.995], [-3.477, 4.563, 3.743], [-2.264, 5.146, 3.243], [-1.216, 4.251, 2.999], [-2.640, 1.343, 3.973], [-4.552, 2.804, 4.345], [-4.318, 5.220, 3.909], [-2.220, 6.214, 3.090], [-0.293, 4.636, 2.591], [2.557, 4.009, -3.041], [0.945, 3.916, -4.169], [4.205, 4.153, -4.073], [2.777, 2.371, -1.871], [2.452, 4.864, -2.373], [-4.045, -1.474, -2.129], [-5.087, -0.328, -3.477], [-2.440, -2.261, -3.073], [-5.110, -2.836, -1.143], [-3.656, -0.765, -1.398], [-2.656, 4.391, -0.982], [-3.101, 5.782, 0.295], [-3.936, 2.930, -0.939], [-0.767, 3.843, -0.843], [-2.664, 4.832, -1.979], [-0.020, -0.883, 4.968], [-0.586, 0.548, 6.266], [1.502, -0.350, 3.767], [-1.517, -1.569, 3.825], [0.389, -1.705, 5.556]],
  "multiplicity": 1,
  "homo_ev": -8.85,
  "total_energy_ha": -33946.1037,
  "molar_mass_g_mol": 1809.68,
  "lumo_energy_ev": -1.2,
  "charge": 0,
  "e_above_lowest_kcal_mol": 0.0
}

***

[3]
{
  "formula": "C37H36N7NiO4S3",
  "method": "ωB97M-V/def2-TZVPD",
  "symbols": ["Ni", "C", "O", "C", "C", "C", "C", "C", "C", "N", "C", "N", "C", "C", "C", "C", "C", "C", "O", "C", "N", "C", "C", "C", "C", "C", "C", "O", "C", "H", "H", "H", "H", "H", "H", "H", "H", "H", "H", "H", "H", "H", "H", "H", "H", "H", "H", "H", "H", "H", "H", "S", "C", "S", "C", "C", "N", "C", "N", "C", "C", "C", "N", "C", "S", "N", "C", "O", "C", "C", "C", "C", "C", "C", "H", "H", "H", "H", "H", "H", "H", "H", "H", "H", "H", "H", "H", "H"],
  "coordinates": [[-0.255, 0.409, 0.313], [7.077, 2.297, -1.707], [5.759, 1.835, -1.920], [5.602, 0.550, -2.353], [6.636, -0.277, -2.753], [6.367, -1.585, -3.151], [5.068, -2.052, -3.128], [4.026, -1.223, -2.719], [4.273, 0.089, -2.342], [3.307, 1.009, -1.909], [1.996, 0.676, -1.548], [1.276, 0.139, -2.548], [-0.093, -0.220, -2.554], [-0.920, -0.131, -1.429], [-2.246, -0.534, -1.665], [-2.707, -1.012, -2.884], [-1.852, -1.073, -3.979], [-0.548, -0.662, -3.802], [0.333, -0.607, -4.884], [0.832, -1.865, -5.309], [1.526, 0.934, -0.374], [2.480, 1.417, 0.571], [2.450, 2.728, 1.006], [3.360, 3.181, 1.957], [4.297, 2.306, 2.475], [4.341, 0.982, 2.048], [3.437, 0.537, 1.094], [3.407, -0.716, 0.581], [4.196, -1.709, 1.205], [6.985, 3.293, -1.282], [7.636, 2.354, -2.644], [7.612, 1.652, -1.005], [7.653, 0.087, -2.755], [7.179, -2.227, -3.465], [4.849, -3.073, -3.414], [3.020, -1.609, -2.667], [3.705, 1.726, -1.318], [1.690, 0.203, -3.466], [-2.972, -0.485, -0.863], [-3.745, -1.310, -2.984], [-2.190, -1.392, -4.958], [1.377, -1.697, -6.236], [0.018, -2.573, -5.490], [1.514, -2.290, -4.568], [1.675, 3.376, 0.618], [3.311, 4.204, 2.306], [4.995, 2.641, 3.232], [5.070, 0.304, 2.469], [3.926, -2.646, 0.724], [3.971, -1.774, 2.272], [5.264, -1.517, 1.063], [0.223, 1.013, 2.465], [-1.398, 0.587, 2.812], [-2.225, 0.247, 1.335], [-1.965, 0.521, 4.068], [-1.201, 0.820, 5.236], [-0.595, 1.058, 6.188], [-3.332, 0.158, 4.252], [-4.436, -0.131, 4.421], [1.100, -6.172, -1.857], [1.706, -4.869, -1.348], [0.903, -3.645, -1.765], [-0.421, -3.594, -1.176], [-0.660, -3.041, 0.024], [0.508, -2.357, 0.977], [-1.992, -2.950, 0.412], [-3.105, -3.554, -0.146], [-4.188, -3.014, -0.142], [-2.972, -4.986, -0.582], [-3.718, -5.423, -1.669], [-3.658, -6.752, -2.061], [-2.878, -7.652, -1.347], [-2.150, -7.220, -0.247], [-2.186, -5.886, 0.129], [1.692, -7.037, -1.552], [1.043, -6.177, -2.950], [0.088, -6.308, -1.471], [2.726, -4.751, -1.729], [1.777, -4.874, -0.258], [0.764, -3.637, -2.847], [1.425, -2.731, -1.474], [-1.204, -3.781, -1.781], [-2.183, -2.104, 0.964], [-4.344, -4.711, -2.192], [-4.229, -7.089, -2.918], [-2.840, -8.692, -1.646], [-1.547, -7.922, 0.316], [-1.608, -5.535, 0.977]],
  "multiplicity": 1,
  "homo_ev": -4.54,
  "total_energy_ha": -4818.8021,
  "molar_mass_g_mol": 797.63,
  "lumo_energy_ev": 2.0,
  "charge": -1
}